P.
Entry from the OMol25 dataset: a molecular structure, C5H10S (ωB97M-V with the def2-TZVPD basis set).

Geometry as XYZ:
```
16
Properties=species:S:1:pos:R:3:nbo_charge:R:1
H 1.87304 -0.73665 -0.76834 0.222
H -2.03062 -1.84933 -3.00616 0.250
C 0.65130 1.34672 1.83010 -0.648
H -2.98296 -0.23250 -2.63758 0.236
H -3.23235 -1.56123 -1.34008 0.233
H -0.42904 1.81167 2.02422 0.213
H 1.56542 2.06954 2.43064 0.228
C 2.04217 -0.16208 0.15700 -0.654
H 3.25768 0.40057 0.33750 0.234
C 0.74246 0.64427 0.40603 -0.092
H -1.15660 0.93080 0.58157 0.237
S -0.64742 -0.99325 -1.39809 0.222
H 2.28866 -1.26335 0.90465 0.212
C -0.39893 0.24858 -0.04804 -0.322
H 0.79869 0.47483 2.62785 0.218
C -2.34150 -1.12858 -2.10128 -0.789
```

Summary:
LUMO level: 0.83 eV
2S+1: 1



Q.
Entry from the OMol25 dataset: a molecular structure, C5H10S (ωB97M-V with the def2-TZVPD basis set).

Geometry as XYZ:
```
16
Properties=species:S:1:pos:R:3:nbo_charge:R:1
H 0.23079 -2.26586 0.48824 0.243
S 2.35616 -1.02637 -0.30560 0.043
H -2.10513 -0.07025 -0.32111 0.248
C 0.91983 -0.62021 0.33722 -0.025
C -1.45240 -1.03418 -0.50856 -0.636
C -0.36554 -1.39688 0.50041 -0.543
H -2.08177 -2.11338 -0.92909 0.238
H -0.81678 -0.98374 -1.54064 0.220
H -1.14019 2.30128 -0.67640 0.182
H -0.07764 1.02546 1.63530 0.233
C 0.47901 1.81917 -0.48835 -0.599
H 1.95703 0.91154 0.80034 0.260
H -0.89243 -1.42627 1.50994 0.230
H 1.09360 2.79869 0.42247 0.252
H 1.16452 1.28439 -1.55727 0.263
C 0.73094 0.79661 0.63313 -0.608
```

Summary:
LUMO level: -0.57 eV
2S+1: 1



R.
Entry from the OMol25 dataset: a molecular structure, C5H10S (ωB97M-V with the def2-TZVPD basis set).

Geometry as XYZ:
```
16
Properties=species:S:1:pos:R:3:nbo_charge:R:1
C 1.72312 -0.49302 -0.50881 -0.513
C 2.55102 0.12707 0.50010 -0.561
H -0.76111 0.40390 -0.93423 0.204
H 0.42146 -1.73254 0.92712 0.193
S -2.30809 -0.95330 0.16403 0.363
H 2.48187 1.54516 0.28671 0.174
H -2.40363 1.12930 -0.81913 0.246
C -3.18780 0.60335 0.08992 -0.842
H 2.36880 -0.08597 1.59523 0.217
H 2.15925 -1.29403 -1.23200 0.233
H 3.77454 -0.28079 0.36999 0.209
H 1.68213 0.52447 -1.06894 0.232
C 0.34988 -0.82805 0.16155 -0.171
H -3.50898 1.15549 1.27122 0.256
H -4.49452 0.65424 -0.49810 0.233
C -0.84794 -0.47527 -0.30467 -0.471
```

Summary:
LUMO level: 0.79 eV
2S+1: 1



Last place for stability: Q



P.
Entry from the OMol25 dataset: 2 unconnected molecules or ions with the total composition C6H8O2 (ωB97M-V with the def2-TZVPD basis set).

Geometry as XYZ:
```
16
Properties=species:S:1:pos:R:3:nbo_charge:R:1
C -0.58565 -0.68185 1.01270 -0.287
C 0.12655 0.31843 1.65231 -0.179
O 1.89645 -1.02651 -0.35450 -0.943
H 0.47139 2.56905 -0.89093 0.215
C 0.49840 1.51317 0.99199 -0.290
H -1.68721 -2.22462 -0.72794 0.486
C -0.61948 0.74856 -1.02337 -0.287
C -0.81188 -0.46719 -0.33851 0.324
H -0.79788 -1.67766 1.58883 0.229
H 1.82058 -0.11192 -0.07057 0.474
H 1.65732 -1.03791 -1.28108 0.468
H 1.17360 2.05118 1.50194 0.209
H -0.88103 0.79783 -2.14651 0.238
H 0.53708 0.14952 2.68788 0.219
C 0.07674 1.76202 -0.34124 -0.193
O -1.19670 -1.43278 -1.19361 -0.683
```

Summary:
LUMO level: 0.75 eV
Structure (SMILES): Oc1ccccc1.O
2S+1: 1



Q.
Entry from the OMol25 dataset: C6H8O2 in the gas phase (ωB97M-V with the def2-TZVPD basis set).

Geometry as XYZ:
```
16
Properties=species:S:1:pos:R:3:nbo_charge:R:1
H -1.45295 1.54848 1.46882 0.239
H 1.12701 -1.84802 -0.23119 0.211
H -0.00622 -0.49742 -1.96512 0.228
C -0.83057 0.61930 1.11084 -0.079
H 2.71001 -1.51653 0.41445 0.190
C 1.81490 -1.06075 0.18766 -0.392
C 1.53860 0.27821 0.28836 -0.196
O -0.06470 2.01066 -0.48508 -0.705
H -2.40740 -1.43641 -1.03590 0.203
C -1.62966 -0.77909 -0.52534 0.198
H -0.47842 -0.05210 2.05976 0.217
H 2.61171 0.94173 0.49140 0.238
C -0.39355 -0.39441 -0.95643 -0.416
O -1.90135 -0.43044 0.63509 -0.490
C 0.12970 0.71717 -0.03495 0.071
H -0.76713 1.89962 -1.42236 0.484
```

Summary:
LUMO level: 0.78 eV
Structure (SMILES): C=C[C@@]1(O)C=COC1
2S+1: 1



Last place for stability: Q



P.
Entry from the OMol25 dataset: C6H8O2 in the gas phase (ωB97M-V with the def2-TZVPD basis set).

Geometry as XYZ:
```
16
Properties=species:S:1:pos:R:3:nbo_charge:R:1
H 1.22800 2.46992 -0.34056 0.176
H -0.97156 2.50912 -0.57387 0.214
H -1.88899 0.57165 1.16214 0.175
C 1.81109 -0.38075 -0.20124 0.146
H 1.26301 -2.17413 -1.08202 0.215
C -0.29659 -1.54849 0.39355 -0.111
C 0.99895 -1.40844 -0.32756 -0.277
H -0.26526 -1.23758 1.46623 0.186
O -1.39236 -0.85410 -0.22640 -0.528
H 2.82502 -0.28114 -0.66937 0.190
C -1.64720 0.46218 0.12354 -0.093
C -0.59957 1.52572 -0.28617 -0.274
O 1.45107 0.65368 0.65314 -0.543
H -0.61222 -2.58421 0.33973 0.198
H -2.59790 0.68136 -0.40881 0.199
C 0.69450 1.59520 -0.02234 0.128
```

Summary:
LUMO level: 1.04 eV
Structure (SMILES): C1=C\O/C=C\COC/1
2S+1: 1



Q.
Entry from the OMol25 dataset: C6H8O2 in the gas phase (ωB97M-V with the def2-TZVPD basis set).

Geometry as XYZ:
```
16
Properties=species:S:1:pos:R:3:nbo_charge:R:1
C 1.48304 0.79101 -0.68091 0.008
H -0.30564 -2.39392 1.19097 0.242
C 0.64792 2.02051 0.26840 -0.036
O 0.68145 1.84819 -1.07475 -0.473
O 1.76041 -1.41769 -0.01478 -0.555
C -1.35562 -0.37119 -1.08124 -0.363
C -0.90859 -1.48769 1.10914 -0.639
C -0.50645 -0.73006 -0.12153 -0.084
H -0.33625 2.03721 0.71842 0.195
H 1.45702 2.47602 0.82015 0.182
H -0.71718 -0.89283 2.00697 0.216
H -2.40196 -0.63859 -1.02666 0.198
H 2.52654 0.86156 -0.96868 0.211
C 0.97315 -0.51766 -0.26976 0.474
H -1.03380 0.17288 -1.95603 0.209
H -1.96406 -1.75775 1.08030 0.215
```

Summary:
LUMO level: 0.53 eV
Structure (SMILES): C=C(C)C(=O)[C@@H]1CO1
2S+1: 1



R.
Entry from the OMol25 dataset: a molecular structure, C6H8O2 (ωB97M-V with the def2-TZVPD basis set).

Geometry as XYZ:
```
16
Properties=species:S:1:pos:R:3:nbo_charge:R:1
H 1.10256 1.43503 1.32395 0.223
C -0.02378 -0.36768 1.80114 -0.409
H -2.89790 -0.24905 -1.18829 0.445
H -0.14804 2.11821 -0.96091 0.200
H 0.41393 -0.26336 2.76776 0.237
H 1.97919 -0.74873 0.77647 0.213
O 1.12244 0.57090 -1.27326 -0.517
C 0.43024 0.73364 0.82258 -0.245
H 0.99440 -1.49933 -1.46113 0.200
C 0.93483 -0.62300 0.64198 -0.283
C -0.02099 1.04148 -0.57156 0.022
O -1.85873 -0.51538 -0.14595 -0.667
H -0.96634 0.01029 -2.12249 0.194
C 0.67376 -0.74106 -0.83587 0.076
C -0.81567 -0.02812 -1.01192 0.044
H -0.91990 -0.87383 1.43751 0.267
```

Summary:
LUMO level: -0.83 eV
2S+1: 1



Last place for stability: R



P.
Entry from the OMol25 dataset: 2 unconnected molecules or ions with the total composition C6H8O2 (ωB97M-V with the def2-TZVPD basis set).

Geometry as XYZ:
```
16
Properties=species:S:1:pos:R:3:nbo_charge:R:1
C 0.27240 0.33592 -0.07912 -0.068
H 1.22355 -0.18900 2.47569 0.505
C 0.56021 1.75825 -0.39279 -0.659
C 0.77171 -0.65269 0.70058 0.366
H -1.90320 -0.81106 0.89737 0.127
O 1.23325 -0.96587 1.89974 -0.621
H 0.20489 -1.66040 -2.59312 0.208
H 0.20904 2.00076 -1.39691 0.227
H 0.39113 -3.02803 -1.37364 0.212
H 1.63200 1.96084 -0.32829 0.229
H -2.16284 0.57377 -0.27875 0.131
H 0.04682 2.40065 0.32583 0.253
O -1.65462 1.07175 1.63253 -0.599
C -1.76815 0.26574 0.70364 0.217
C 0.55417 -1.09071 -0.61426 -0.012
C 0.38966 -1.96990 -1.57850 -0.515
```

Summary:
LUMO level: 0.25 eV
Structure (SMILES): C=C1C(C)=C1O.C=O
2S+1: 1



Q.
Entry from the OMol25 dataset: C6H8O2 in the gas phase (ωB97M-V with the def2-TZVPD basis set).

Geometry as XYZ:
```
16
Properties=species:S:1:pos:R:3:nbo_charge:R:1
C -0.94579 -2.56755 0.48714 -0.718
H 1.95370 3.37640 -0.03828 0.224
H 1.34841 0.05123 -0.33876 0.247
H 1.28162 2.00223 1.00775 0.207
C 1.17917 2.61714 0.11715 -0.482
O -0.89711 1.60757 -0.65944 -0.486
H 0.00053 3.21190 -1.47677 0.186
H -1.74546 -0.08260 -0.08586 0.199
H -1.58680 -2.58134 -0.39052 0.229
H -1.52295 -2.05186 1.26265 0.222
C 0.39162 -0.40347 -0.13538 -0.419
C -0.72421 0.27665 -0.29461 0.209
C 0.17029 2.44035 -0.72061 0.128
C 0.37111 -1.83549 0.20415 0.552
O 1.41921 -2.47521 0.24566 -0.544
H -0.69332 -3.58595 0.81573 0.246
```

Summary:
LUMO level: 0.56 eV
Structure (SMILES): C=CO/C=C/C(C)=O
2S+1: 1



R.
Entry from the OMol25 dataset: C6H8O2 in the gas phase (ωB97M-V with the def2-TZVPD basis set).

Geometry as XYZ:
```
16
Properties=species:S:1:pos:R:3:nbo_charge:R:1
H 0.51499 -2.30851 1.13455 0.480
C 1.75126 0.34990 -0.09914 -0.038
H -1.81566 -0.53961 -1.14149 0.236
O 0.45142 -1.32614 -1.29041 -0.724
H 2.79043 2.29983 0.16036 0.232
C -1.86534 -0.09335 -0.17947 -0.411
H -2.76637 -0.37339 0.36267 0.215
H 1.22528 -1.64827 -1.75228 0.489
O 1.19068 -1.64896 0.87253 -0.718
C 2.38222 1.35339 -0.04645 -0.219
H -0.43315 -0.29012 1.55145 0.225
H -0.73784 1.81856 -0.80601 0.228
C -1.18236 1.24304 0.00743 -0.414
H -1.60751 1.94405 0.69764 0.213
C -0.60476 -0.08092 0.57437 -0.251
C 0.70672 -0.69948 -0.04577 0.456
```

Summary:
LUMO level: 0.82 eV
Structure (SMILES): C#CC(O)(O)C1CC1
2S+1: 1



S.
Entry from the OMol25 dataset: C6H8O2 in the gas phase (ωB97M-V with the def2-TZVPD basis set).

Geometry as XYZ:
```
16
Properties=species:S:1:pos:R:3:nbo_charge:R:1
H -0.98865 -0.03001 1.69913 0.215
C 1.77276 0.81144 0.06600 0.284
O 2.68152 -1.24360 -0.06115 -0.426
H -1.57217 1.39591 -0.23663 0.216
H -2.60947 0.06416 -0.20424 0.205
C 2.84724 0.09524 -0.07247 -0.062
H 3.83849 0.42389 -0.11170 0.193
H -1.20185 -1.56007 0.90028 0.221
C -1.60520 0.27116 -0.40184 -0.614
H 1.94794 2.72000 0.35349 0.485
O 1.23298 2.00610 0.13583 -0.660
C 0.55394 -0.60821 0.19951 -0.101
C 1.44250 -1.56135 0.03195 0.087
H -1.26744 0.21847 -1.52830 0.220
H 1.34491 -2.62556 -0.05001 0.192
C -0.85951 -0.55853 0.66236 -0.454
```

Summary:
LUMO level: 0.55 eV
Structure (SMILES): CCc1cocc1O
2S+1: 1



Last place for stability: P